Entry 1:
A 2-piece molecular cluster, C21H49ClN10O5PS2 overall, computed with the ωB97M-V functional and the def2-TZVPD basis.

Cartesian coordinates (Å):
1 H 3.0037 -0.5573 3.0379
2 H 3.3916 -1.4467 -1.4291
3 N 5.4771 -0.3812 -3.1287
4 H -1.0863 2.2123 1.4760
5 C -1.8261 1.5853 6.2325
6 H -5.3222 2.5973 -2.2694
7 H -3.3649 -3.6591 0.3838
8 H -0.9636 -0.7211 -0.7926
9 H -3.1276 2.2325 2.1689
10 H -3.9806 -2.0437 -1.1543
11 H -2.6576 2.6387 -1.6528
12 C -0.3893 1.2864 5.7849
13 H 2.6869 -0.4949 -2.6884
14 N 2.2135 0.2235 -0.8128
15 H -4.7723 2.5879 1.7484
16 H -2.2841 -2.8012 -2.6719
17 H -1.1499 1.6076 3.8195
18 H 3.8037 -0.1413 1.4539
19 C 1.0038 2.1966 0.8656
20 C 0.6116 -2.2074 -0.4985
21 O 2.1341 -3.0770 2.4571
22 N -3.1730 -1.5745 -0.7638
23 C -0.1886 -1.4862 -5.2628
24 H -6.3368 2.4611 -0.8376
25 H 0.0919 2.7419 4.2443
26 H 0.2779 -1.6883 -6.2224
27 H 6.0619 -0.2410 -1.1296
28 N -3.3600 3.1591 0.2878
29 H 7.3941 -0.2200 -2.3167
30 C -0.1874 1.6937 4.3202
31 C -2.0453 -2.5703 -0.6737
32 N -2.3644 -3.5065 0.3884
33 O 3.5647 -2.8832 0.4909
34 H -3.9152 1.2027 0.9954
35 S 0.8710 -4.5571 -3.7520
36 H 4.4307 -1.4167 2.4832
37 C 6.3993 0.1478 -2.0861
38 H -2.9351 -0.8256 -1.4051
39 C 1.5223 -0.1258 0.3143
40 H -0.3512 2.7824 -1.2410
41 C -0.8382 -1.6934 -0.3216
42 C 0.7971 0.8036 3.5390
43 O 5.3985 -1.5838 -3.2261
44 H -1.8801 1.7667 7.3018
45 C 1.2801 -1.8754 -1.8880
46 C -0.3832 2.8418 0.9528
47 H -0.9384 -1.4978 0.7423
48 P 2.0542 -3.3504 -2.8033
49 H 0.9935 -0.0781 4.1453
50 H -2.1715 -3.0667 1.2786
51 H -0.8572 -0.6318 -5.3981
52 H -2.4897 0.7503 6.0216
53 N 0.9567 0.7459 1.1085
54 C -0.9943 3.1574 -0.4435
55 H -0.0115 -0.5990 2.2023
56 C -5.3138 2.4282 -1.1979
57 Cl 0.6588 -3.9359 -0.1455
58 H 1.4290 2.4094 -0.1040
59 N 0.8446 -1.2466 -4.2632
60 H -0.6653 -1.6145 -2.8855
61 N 0.2374 0.3756 2.2417
62 C 0.3328 -1.2007 -2.8996
63 H -0.7542 -2.3732 -5.0020
64 H 0.2683 1.8634 6.4274
65 O 4.8599 0.4168 -3.8011
66 H -2.2736 1.4588 -0.4090
67 N -1.8796 -3.3257 -1.9089
68 C 3.5224 -0.9156 2.1606
69 H -1.0708 4.2349 -0.5445
70 H -2.2342 2.4635 5.7381
71 N 1.3865 -1.4823 0.5831
72 H 6.3624 1.2300 -2.1129
73 H -2.4206 -4.1792 -1.8466
74 H 2.8802 -2.6745 -3.7066
75 H 0.2266 -0.1403 -2.6107
76 H -0.2639 3.7768 1.4876
77 S 2.6503 -2.2619 1.4031
78 H -4.9283 1.4305 -1.0123
79 H 1.7434 1.3128 3.3882
80 H -0.2087 0.2228 5.9058
81 H 1.6737 2.6458 1.5954
82 C -4.5322 3.5311 -0.5210
83 H 1.7013 0.9257 -1.3387
84 C -2.3793 2.5325 -0.6040
85 C -3.8321 2.2350 1.3387
86 C 2.4846 -0.9220 -1.7107
87 H 1.3230 -0.3874 -4.4873
88 O -4.8500 4.6966 -0.6256
89 H 2.9471 -3.9503 -1.9071

Forces on the atoms, in the same order (eV/Å):
-0.190 0.158 0.004
0.025 0.001 0.434
0.218 0.052 0.132
0.136 -0.119 0.433
0.003 -0.091 0.154
-0.095 0.140 -0.133
-0.115 -0.193 -0.061
0.162 0.087 -0.203
0.099 0.060 0.066
-0.172 -0.056 0.027
-0.254 0.049 -0.074
-0.581 0.641 -0.137
0.162 0.103 -0.065
-1.332 -0.439 -0.213
-0.193 -0.003 -0.032
0.046 0.005 -0.217
-0.123 -0.062 -0.121
-0.073 0.112 -0.052
-0.431 0.390 0.376
-0.062 0.084 -0.740
-0.505 0.522 -0.167
0.625 -0.049 0.199
0.144 0.079 -0.294
-0.171 0.085 -0.039
0.049 0.145 0.032
0.103 -0.010 -0.089
0.044 -0.100 -0.014
-0.994 -0.559 -0.522
-0.003 -0.078 0.042
-0.083 -0.387 -0.163
-1.358 0.372 -0.477
0.377 0.188 -0.015
-0.281 0.442 -0.510
-0.235 -0.129 -0.105
0.052 -0.073 0.293
0.118 -0.101 0.060
0.066 0.185 -0.029
-0.047 0.017 -0.164
0.166 0.085 -0.011
0.114 -0.013 -0.155
0.332 -0.168 0.535
-0.325 0.257 0.349
-0.097 -0.225 0.011
0.007 -0.021 0.132
0.494 -0.327 -0.055
0.061 0.412 -1.077
-0.128 0.014 0.081
-0.753 -0.380 -0.957
0.125 -0.235 -0.088
-0.003 -0.102 0.140
-0.199 0.035 0.080
-0.081 -0.071 -0.143
0.389 -0.166 -0.097
-0.104 -0.214 0.642
0.253 -0.154 -0.074
0.086 -0.116 0.076
0.050 -0.008 0.189
0.222 -0.169 -0.133
-0.109 -0.113 0.290
0.066 -0.318 0.084
-0.158 0.193 -0.012
0.049 0.722 -0.298
-0.052 -0.120 0.124
0.394 -0.226 0.068
-0.239 0.163 -0.045
-0.236 -0.168 0.039
-0.193 0.182 0.238
0.043 -0.145 -0.143
-0.049 0.117 -0.251
0.033 0.153 -0.056
0.123 -0.176 0.242
-0.018 0.008 -0.044
0.261 -0.251 0.063
0.285 0.172 0.396
-0.215 0.007 0.248
-0.141 0.027 0.283
1.259 -1.021 1.085
0.155 -0.074 0.091
0.190 -0.004 -0.096
0.271 -0.118 0.146
0.124 -0.169 0.179
0.022 1.638 0.201
0.529 0.440 0.108
0.802 0.252 -0.035
0.559 0.231 0.216
-0.065 -0.115 -0.439
0.159 0.032 -0.080
0.423 -1.505 0.098
-0.010 0.285 0.238

Computed properties:
Total charge ... +1
Energy above the lowest of the compared OMol25 structures with the same formula, charge and spin ... 0.0000 eV

Need the Mulliken charges? In units of e they are: number 1, H, carries 0.211; number 2, H, carries 0.554; number 3, N, carries 0.975; number 4, H, carries -0.267; number 5, C, carries -1.381; number 6, H, carries 0.335; number 7, H, carries 0.354; number 8, H, carries -0.287; number 9, H, carries 0.151; number 10, H, carries 0.356; number 11, H, carries 0.639; number 12, C, carries -0.318; number 13, H, carries 0.887; number 14, N, carries -0.120; number 15, H, carries 0.410; number 16, H, carries 0.246; number 17, H, carries -0.077; number 18, H, carries 0.255; number 19, C, carries -1.118; number 20, C, carries 1.884; number 21, O, carries -0.667; number 22, N, carries -0.725; number 23, C, carries -1.013; number 24, H, carries 0.329; number 25, H, carries 0.441; number 26, H, carries 0.333; number 27, H, carries 0.217; number 28, N, carries 0.149; number 29, H, carries 0.315; number 30, C, carries -0.528; number 31, C, carries 0.568; number 32, N, carries -0.559; number 33, O, carries -0.626; number 34, H, carries 0.304; number 35, S, carries -0.330; number 36, H, carries 0.578; number 37, C, carries -0.694; number 38, H, carries 0.230; number 39, C, carries -1.640; number 40, H, carries 0.551; number 41, C, carries -2.031; number 42, C, carries -0.935; number 43, O, carries -0.506; number 44, H, carries 0.396; number 45, C, carries 2.161; number 46, C, carries -0.114; number 47, H, carries 0.100; number 48, P, carries 0.001; number 49, H, carries 0.538; number 50, H, carries 0.306; number 51, H, carries 0.319; number 52, H, carries 0.338; number 53, N, carries 0.795; number 54, C, carries -1.084; number 55, H, carries 0.287; number 56, C, carries -0.881; number 57, Cl, carries -0.097; number 58, H, carries 0.659; number 59, N, carries -0.142; number 60, H, carries 0.260; number 61, N, carries -0.002; number 62, C, carries -1.137; number 63, H, carries 0.341; number 64, H, carries 0.378; number 65, O, carries -0.558; number 66, H, carries 0.396; number 67, N, carries -0.286; number 68, C, carries -0.923; number 69, H, carries 0.458; number 70, H, carries 0.332; number 71, N, carries 1.225; number 72, H, carries 0.300; number 73, H, carries 0.285; number 74, H, carries 0.101; number 75, H, carries 0.064; number 76, H, carries 0.410; number 77, S, carries 1.117; number 78, H, carries 0.198; number 79, H, carries 0.483; number 80, H, carries 0.319; number 81, H, carries 0.475; number 82, C, carries 0.383; number 83, H, carries 0.484; number 84, C, carries -1.045; number 85, C, carries -0.817; number 86, C, carries -3.116; number 87, H, carries 0.257; number 88, O, carries -0.558; number 89, H, carries 0.142

=====

Entry 2:
C21H49LuN8PS as an isolated structure, computed with the ωB97M-V functional and the def2-TZVPD basis.

Cartesian coordinates (Å):
1 C -2.4187 -0.0854 -3.0598
2 H -2.3225 5.6627 -0.9962
3 H 1.7247 -0.2392 -0.0121
4 H 0.7296 -4.0326 3.3426
5 H 1.7853 4.0031 0.7786
6 H 2.7357 0.9712 2.8968
7 H 2.9613 1.8962 -1.1094
8 H 1.4271 0.2573 -2.4868
9 N -1.0655 -0.0503 0.0401
10 H 2.6053 0.0677 0.6121
11 N 1.1848 1.4258 -0.1084
12 H -0.6095 3.3104 1.8545
13 H 4.1526 2.1488 1.2983
14 C -1.4984 -1.0689 -3.7708
15 N 0.6829 -3.7688 0.5670
16 H -2.4378 1.9416 -2.3513
17 C 1.5345 -3.4607 2.8701
18 C 1.8305 -2.1096 -0.9490
19 C 2.1091 2.4131 -0.6491
20 H -2.7049 -0.4892 -2.0824
21 H 1.3871 2.0619 2.5944
22 H -0.2710 4.4846 -0.2670
23 H -2.7555 -2.8496 2.0946
24 H -1.9396 -2.0716 -3.7637
25 H -0.1888 -1.5819 -2.1355
26 H -1.3938 -0.7723 -4.8217
27 C -1.4355 2.7581 1.3905
28 N 1.0923 -0.9855 -0.3812
29 H 1.6404 2.9910 -1.4525
30 H -1.1665 -0.9656 2.6857
31 C 1.7665 0.6662 0.9907
32 H -2.0444 -3.6567 -0.0067
33 H 2.0046 -1.4750 2.5828
34 H -3.2091 4.1426 -1.0797
35 H -2.1283 5.5155 1.4225
36 H 0.1513 -3.3644 -1.4235
37 S -1.1974 -3.0526 -1.0608
38 H 2.8123 -2.1721 -0.4709
39 C -2.4144 4.6718 -0.5379
40 H 2.0751 -5.0779 1.5087
41 H 1.0555 -0.0529 1.4083
42 Lu -0.3231 -1.8915 1.1134
43 C 1.8224 -4.0109 1.4601
44 H 0.4786 -0.5851 -1.1273
45 H 3.3611 4.0516 -0.0062
46 C -0.1233 -1.0947 -3.1148
47 C -2.8132 4.8172 0.9269
48 N 1.1621 -2.0493 2.8161
49 N -0.4437 1.2240 -2.2241
50 C -2.7633 3.4704 1.6386
51 H 3.4661 3.3338 2.4096
52 C 0.4432 0.3169 -2.9629
53 C -0.3457 -4.8051 0.6863
54 H -1.4769 1.7852 1.8919
55 C 2.6126 3.3773 0.4246
56 C -1.7529 1.2807 -2.8917
57 C -1.0995 3.9054 -0.6895
58 C 1.0586 -3.4486 -0.8108
59 P -0.3658 1.2986 -0.5856
60 H -3.8195 5.2435 1.0021
61 H 2.7336 -3.5179 1.1067
62 H 2.4220 -3.5791 3.5013
63 H 0.6293 0.7402 -3.9586
64 H -3.3459 0.0272 -3.6335
65 C -1.7420 -4.1950 0.8986
66 H 0.7609 -1.7356 3.7291
67 H -0.3542 -5.4619 -0.1927
68 C 2.2476 1.5730 2.1220
69 H -0.8898 3.8050 -1.7589
70 H -2.4670 -5.0015 1.0529
71 H -2.9134 3.6134 2.7146
72 H -1.5053 -3.6873 2.9394
73 H -1.6222 1.7421 -3.8793
74 H -0.1493 -5.4649 1.5424
75 N -1.8032 -3.2755 2.0274
76 H -3.5872 2.8382 1.2829
77 H 2.0239 -1.9129 -2.0099
78 H 0.5586 -1.7008 -3.7224
79 H 1.6594 -4.2587 -1.2428
80 C 3.2169 2.6301 1.6077
81 N -1.1976 2.5959 -0.0458

Forces on the atoms, in the same order (eV/Å):
-0.103 -0.216 0.187
0.034 -0.037 -0.032
-1.657 -4.214 -4.027
-0.056 0.164 -0.074
-0.039 -0.110 -0.075
-0.054 -0.064 -0.032
0.186 -0.030 -0.018
-0.036 0.232 0.020
1.381 4.372 -0.472
1.548 0.771 1.043
2.453 2.064 0.379
0.140 0.308 -0.004
-0.012 0.004 -0.020
0.028 -0.051 0.073
2.174 -1.137 0.103
0.238 -0.047 0.193
0.676 -0.697 0.149
0.232 -0.738 -0.012
0.104 0.325 0.122
0.314 0.055 0.022
-0.026 -0.168 -0.141
0.113 0.273 0.187
1.348 -0.416 0.176
0.134 0.108 0.166
-0.662 -0.107 -0.634
0.052 0.094 -0.137
-0.465 -0.786 0.131
2.131 -2.588 -3.179
-0.165 -0.263 0.086
-0.013 0.508 1.019
0.108 3.533 3.737
-2.234 -0.989 1.544
-0.836 -0.609 0.583
0.180 -0.057 0.049
0.027 0.002 -0.015
2.245 -0.833 -1.384
-6.308 4.827 -5.728
0.439 0.111 0.241
-0.027 0.171 0.031
-0.037 0.009 0.125
0.054 1.322 0.203
-4.247 5.180 -1.443
0.262 -0.050 0.435
0.635 -1.362 1.872
-0.061 -0.006 -0.035
0.165 0.691 -0.666
-0.107 0.016 0.012
1.755 0.382 1.373
0.543 1.446 -1.782
-0.022 0.120 -0.067
0.063 -0.053 -0.076
0.397 0.021 -0.561
-1.377 -0.337 0.356
0.140 -0.150 -0.456
0.180 0.124 -0.003
-0.545 0.117 0.241
-0.386 -0.042 -0.325
6.324 -0.608 0.101
-5.841 -7.458 3.848
0.080 0.067 0.010
-0.240 0.111 -0.258
0.028 -0.358 -0.011
-0.090 0.253 -0.053
0.026 0.177 -0.052
-1.489 -4.383 3.940
0.300 -0.016 -1.380
-0.117 0.288 0.062
0.189 0.286 -0.016
0.056 -0.259 0.110
-0.085 -0.849 0.190
0.075 -0.070 -0.052
-0.744 0.556 -0.799
0.240 -0.008 -0.087
0.480 0.114 0.263
-0.931 -1.095 1.138
0.237 -0.032 0.001
0.171 -0.430 -0.069
0.086 0.072 -0.017
0.655 -0.358 0.091
0.022 0.093 0.107
-0.437 2.710 -0.526

Computed properties:
Total charge ... -1
DFT total energy ... -88228.0012 eV

Need the Mulliken charges? In units of e they are: number 1, C, carries -0.611; number 2, H, carries 0.402; number 3, H, carries -0.364; number 4, H, carries 0.312; number 5, H, carries 0.132; number 6, H, carries 0.418; number 7, H, carries 0.541; number 8, H, carries 0.504; number 9, N, carries -0.652; number 10, H, carries 0.490; number 11, N, carries 1.719; number 12, H, carries 0.225; number 13, H, carries 0.316; number 14, C, carries -1.421; number 15, N, carries 0.955; number 16, H, carries 0.211; number 17, C, carries -1.038; number 18, C, carries -1.030; number 19, C, carries -1.231; number 20, H, carries 0.239; number 21, H, carries 0.240; number 22, H, carries 0.139; number 23, H, carries 0.272; number 24, H, carries 0.462; number 25, H, carries -1.452; number 26, H, carries 0.503; number 27, C, carries -0.300; number 28, N, carries 1.346; number 29, H, carries 0.485; number 30, H, carries -0.232; number 31, C, carries 0.004; number 32, H, carries 0.071; number 33, H, carries 0.240; number 34, H, carries 0.293; number 35, H, carries 0.270; number 36, H, carries 0.165; number 37, S, carries -0.558; number 38, H, carries 0.371; number 39, C, carries -0.860; number 40, H, carries 0.520; number 41, H, carries -0.343; number 42, Lu, carries 0.252; number 43, C, carries -0.777; number 44, H, carries -1.410; number 45, H, carries 0.428; number 46, C, carries 1.456; number 47, C, carries -0.748; number 48, N, carries -0.282; number 49, N, carries 0.642; number 50, C, carries -0.923; number 51, H, carries 0.464; number 52, C, carries -1.512; number 53, C, carries -1.024; number 54, H, carries 0.088; number 55, C, carries -0.618; number 56, C, carries -0.859; number 57, C, carries -0.700; number 58, C, carries -0.762; number 59, P, carries -0.878; number 60, H, carries 0.384; number 61, H, carries 0.251; number 62, H, carries 0.510; number 63, H, carries 0.453; number 64, H, carries 0.507; number 65, C, carries -0.937; number 66, H, carries 0.249; number 67, H, carries 0.242; number 68, C, carries -0.981; number 69, H, carries 0.461; number 70, H, carries 0.497; number 71, H, carries 0.401; number 72, H, carries 0.113; number 73, H, carries 0.463; number 74, H, carries 0.456; number 75, N, carries -0.311; number 76, H, carries 0.329; number 77, H, carries 0.472; number 78, H, carries 0.405; number 79, H, carries 0.397; number 80, C, carries -0.916; number 81, N, carries 0.967

=====

Molar mass in g/mol, matching the order above: 652.2; 651.7
Largest force on an atom in hartree/bohr, matching the order above: 0.038; 0.199